[1]
DFT (the ωB97M-V functional and the def2-TZVPD basis) results for an isolated molecule of C2HCl5OS.

As for the energy above the lowest of the compared OMol25 structures with the same formula, charge and spin: 0.045 eV.

Structure (XYZ):
```
10
Properties=species:S:1:pos:R:3:forces:R:3
C 0.26408 0.67825 -0.47772 0.610 -0.695 -4.313
C -0.36575 -2.32757 -0.56898 1.152 0.697 0.120
O 1.34231 -1.33134 -2.32075 1.168 -0.029 -0.597
S 0.01462 -1.01787 -1.86773 -1.072 0.907 1.548
Cl 1.96848 0.87003 -0.64370 0.010 0.306 0.533
Cl -0.64925 1.94817 -1.33051 0.172 -0.331 0.412
Cl 1.01086 -2.24148 0.63830 -1.049 -0.646 -0.748
Cl -1.85074 -1.76972 0.11950 -0.621 -0.145 0.455
Cl -0.53207 -3.87791 -1.40445 0.241 0.448 0.535
H -0.09854 0.56738 0.47799 -0.611 -0.513 2.056
```
Positions in Å, forces in eV/Å.

The net atomic charges from natural (NBO), expressed in e, are: -0.380, -0.377, -0.892, 1.237, 0.067, -0.011, 0.015, 0.060, 0.071, 0.210

***

[2]
DFT (the ωB97M-V functional and the def2-TZVPD basis) results for the ion C3H5NOP with charge -1.

As for the energy above the lowest of the compared OMol25 structures with the same formula, charge and spin: 0.955 eV. As for the charge: -1.

Structure (XYZ):
```
11
Properties=species:S:1:pos:R:3:forces:R:3
C 1.32288 -0.86128 0.79254 -2.075 -1.597 2.275
C -0.00027 -0.07639 0.66648 1.662 -0.643 1.590
C -0.72152 1.15978 -1.26059 1.123 2.987 2.178
N -0.60722 0.03869 -0.65035 -0.861 1.426 -0.173
O -1.25302 -0.89950 -1.14675 0.192 -2.735 -0.007
P 1.70053 -2.03817 1.95659 -0.496 0.732 -0.295
H 2.01159 -0.73892 0.06550 2.102 1.032 -2.669
H -0.71499 -0.70411 1.18153 -0.218 0.357 0.631
H 0.22653 0.91880 1.15302 -0.962 -0.756 -0.892
H -1.33217 1.09396 -2.08669 -1.033 0.216 -1.810
H -0.63235 2.10713 -0.67128 0.565 -1.018 -0.828
```
Positions in Å, forces in eV/Å.

The net atomic charges from natural (NBO), expressed in e, are: -0.696, -0.342, -0.260, 0.151, -0.538, -0.266, 0.159, 0.237, 0.199, 0.184, 0.172

***

no.,highest occupied orbital energy (Eh)
1,-0.36208
2,-0.05356